{"formula": "C37H87BF11N24O16S2Si", "method": "ωB97M-V/def2-TZVPD", "symbols": ["H", "H", "H", "H", "H", "C", "H", "C", "C", "O", "C", "H", "C", "H", "C", "H", "B", "N", "F", "N", "C", "N", "N", "H", "H", "O", "N", "O", "H", "H", "H", "O", "Si", "H", "C", "H", "O", "N", "H", "S", "H", "C", "H", "C", "H", "H", "C", "C", "H", "H", "H", "F", "C", "N", "H", "C", "C", "H", "H", "N", "H", "H", "O", "N", "H", "H", "O", "H", "H", "O", "N", "O", "C", "H", "C", "H", "H", "H", "H", "N", "H", "H", "H", "H", "H", "O", "H", "H", "C", "H", "F", "H", "H", "H", "S", "F", "C", "C", "C", "C", "H", "O", "H", "O", "F", "O", "F", "F", "H", "N", "C", "C", "H", "C", "C", "N", "H", "H", "C", "H", "H", "O", "C", "H", "H", "H", "O", "N", "N", "H", "C", "H", "C", "N", "C", "N", "H", "O", "H", "H", "H", "N", "F", "H", "H", "H", "H", "H", "C", "F", "N", "C", "F", "C", "F", "N", "N", "H", "H", "H", "H", "H", "H", "H", "H", "N", "H", "N", "C", "H", "H", "C", "H", "N", "C", "H", "H", "H", "H"], "xyz": [[0.12440, -9.80965, -0.09042], [3.82368, 0.33898, 5.82511], [-3.31308, 4.64810, 5.99002], [-7.67810, 1.32589, 3.13472], [-1.21049, -6.38030, 2.70298], [3.85999, 1.04829, 2.18755], [-4.81767, 0.90969, 5.82474], [5.44341, -3.18468, -4.09346], [2.59780, 2.81991, -1.07924], [-3.87533, 2.63680, 7.34041], [4.46469, 3.34056, -2.87577], [5.77547, 0.10486, 1.68037], [-1.59671, -3.61342, 0.74819], [-3.06217, 0.64367, 10.04045], [0.38934, -5.11990, 2.04991], [-2.30842, -1.00461, 6.49613], [1.21935, 1.82446, -2.68267], [-7.83811, 2.30453, 2.98902], [-3.71627, 4.17869, 1.90873], [2.98607, 0.34124, 6.37724], [3.54057, 2.51575, 0.12170], [-2.87091, -8.71927, 0.33884], [-8.97179, 4.24103, 3.53006], [3.99817, 4.03115, -3.57832], [0.65059, -1.14730, -8.16092], [-9.61185, 2.82556, -4.21594], [-7.80902, 1.46105, -4.40797], [0.91873, -2.74990, -5.43960], [-9.65889, 4.71406, 4.08488], [-2.34831, -1.80184, -5.78326], [5.19779, 3.42918, 1.13104], [6.21523, 1.69348, -9.48369], [0.27188, -1.64144, -0.25665], [0.77415, -1.29880, -3.97095], [-0.94845, -5.50553, 2.13053], [6.46011, -4.34251, -0.75315], [-9.42174, 2.30040, 4.61482], [5.13258, 1.47510, -7.49716], [2.06327, 1.12514, 0.92223], [-4.41910, 2.59868, -0.05575], [-1.55455, 0.01463, -0.22193], [3.41064, 2.37138, -2.34426], [-3.56982, 2.02418, 9.11857], [0.80404, -0.84656, -2.98212], [-0.09066, -0.99956, 5.72402], [2.41223, -0.44764, -0.34996], [-1.60796, -2.19111, 4.90288], [-8.78752, 2.90453, 3.76964], [2.97484, -0.14680, 7.25173], [4.46936, 4.52292, -0.02715], [2.93407, -4.60390, -0.64465], [-5.55068, 2.70693, 1.08714], [2.85822, 1.76526, 1.28734], [-2.52938, -1.68784, 5.79727], [0.73489, 0.50842, 7.53854], [-4.02477, 2.75142, 6.13129], [0.30572, 0.57924, -3.18120], [-3.43220, -8.25610, 1.02802], [3.69065, 4.19359, 1.52415], [-3.68525, 3.88330, 5.45839], [-3.27019, -8.93301, -0.55389], [6.56580, -3.61157, 0.81084], [-1.90947, -3.01262, 4.06262], [-3.06200, 1.63624, 9.90689], [-1.24963, 2.47489, 12.42676], [4.32832, 1.94541, -7.86671], [4.93558, -3.67725, -3.10213], [6.72902, -3.53274, -5.72286], [7.28814, 0.36787, -6.79838], [6.94166, 2.50014, -2.79093], [-2.42046, -1.90308, -4.78973], [-2.84937, -3.16574, -2.96305], [-8.53646, 2.44176, -3.78880], [6.11256, 3.29853, -4.72392], [6.20117, 1.30945, -8.32673], [-3.79788, 3.98979, 4.46758], [4.57875, -0.03788, 0.41565], [1.10192, -0.57592, -6.58792], [5.66750, -1.50314, -5.30738], [0.82880, -1.33247, -7.19317], [0.10315, -3.44073, -8.43625], [1.75879, -3.65698, 1.32194], [-1.23364, 2.69998, -0.30141], [2.18752, 4.47830, -2.36324], [-2.16440, -1.12690, -4.20165], [2.52436, 2.01891, -3.36296], [4.33006, 1.84107, -0.19383], [2.48992, -1.67896, 0.94907], [0.69555, 4.59217, -0.89358], [-8.45995, 4.75626, 2.84009], [-3.38760, 2.48650, -1.22298], [-4.67034, 1.82620, 4.36935], [4.45627, -1.03596, 1.82596], [-1.42167, 3.10677, 1.39157], [5.80232, 2.50115, -3.66893], [-0.99481, 0.71092, -2.71524], [-0.04518, -1.77708, -2.09862], [4.65617, -4.05569, 0.27274], [2.14061, 4.28461, -1.29245], [4.71175, -0.03428, 1.49441], [0.50226, 2.81602, -2.99170], [1.95135, 1.59344, 4.80274], [0.26330, -2.78415, -2.39161], [-1.10826, -8.71101, 1.76155], [-1.95389, 5.68303, 0.83995], [1.48783, 1.96605, -1.22220], [-4.46491, 5.21624, 0.19803], [0.17387, 0.74206, -4.57740], [-6.92297, 1.13230, -4.07354], [-7.96503, 2.95525, -2.65888], [-2.40796, 2.48717, 10.74764], [4.25048, 3.75066, 0.70227], [4.61798, -1.32396, -3.95000], [0.69843, -2.56640, -6.61741], [0.24539, 4.06002, 0.46693], [-4.54396, 1.75328, 5.36156], [2.79932, 5.01697, -0.83027], [0.33539, 4.83365, 1.22663], [-2.79499, -3.06302, -4.17247], [4.89422, 3.93648, -2.07613], [2.37719, 2.51813, 1.91495], [4.12501, -3.62093, 1.28034], [0.72222, -3.95807, 1.33528], [-7.31095, 2.78468, 2.28651], [0.58115, 5.67726, -0.89843], [4.33824, -4.90520, -1.61012], [-2.39856, 3.69586, 10.60579], [3.93258, -4.58638, -0.75143], [7.27520, 0.67575, -7.75260], [-8.19681, 1.06110, -5.24030], [-0.72565, -0.20318, 0.44712], [1.14384, -5.69329, 2.56674], [-2.22571, 4.55210, 0.11483], [-0.83316, -9.60604, -0.30347], [-1.17092, 3.51541, 0.41156], [5.23460, -1.90001, -4.49777], [-1.19414, -9.83885, -1.20768], [5.39252, 1.22577, -4.20559], [1.84782, -0.83074, -2.67306], [-1.73107, 0.88893, 11.93749], [0.35224, -2.03233, 4.40328], [-0.34635, -1.68788, 5.03838], [-5.41515, 3.36443, -1.04421], [3.28682, 0.57405, 2.97736], [-0.13136, 0.68359, 0.64462], [2.62511, -2.12957, -0.72631], [-3.04106, -4.04620, -6.01428], [0.05508, 4.19834, -1.67430], [-3.66821, 4.22245, 0.58025], [-5.08302, 1.24584, -0.51354], [-1.74253, 1.87912, 11.79014], [1.90974, 1.01694, 5.86880], [-3.50404, 1.78789, 0.92040], [2.11720, -1.44623, -0.04115], [-2.28043, 4.95202, -1.16055], [-3.08963, -4.10989, -5.01635], [0.28935, -3.57419, -7.46134], [3.96934, 1.45005, -2.12371], [-7.08133, 2.65278, -2.29680], [-0.03238, 1.46166, 6.31475], [0.18476, -4.48674, -7.06031], [8.08542, 0.53738, -8.32506], [-1.09238, -1.69673, -2.36003], [5.12277, 1.16422, -6.53850], [-3.35835, -4.97564, -4.59067], [0.77992, 0.97886, 6.65434], [-8.46764, 3.67665, -2.17887], [6.01240, -4.01656, 0.08098], [-1.57312, -8.99513, 0.67650], [4.52130, 1.77390, 2.65744], [6.47646, -4.85646, -4.64189], [-0.25778, -3.19583, 0.68203], [-2.96910, -5.05994, 1.53565], [6.29530, -3.90680, -4.90161], [-1.93001, -4.76338, 1.47201], [0.86808, 3.23794, 0.79179], [-2.36215, -3.03808, 0.24548], [-1.15774, -0.52308, 1.39858], [-3.46413, -2.04215, 5.72964]], "mulliken_charge": [0.216, 0.233, 0.182, 0.164, 0.499, -0.712, 0.168, 0.596, 1.126, -0.812, -1.017, 0.371, -0.123, 0.143, -0.974, 0.098, 0.319, -0.231, -0.247, -0.373, 1.034, -0.386, -0.343, 0.625, 0.152, -0.667, -0.322, -0.625, 0.199, 0.185, 0.500, -0.681, -0.900, -0.834, -0.402, 0.158, -0.657, -0.244, -0.485, 1.465, 0.109, -0.854, 0.359, 0.654, 0.139, -0.818, 0.532, 0.607, 0.154, 0.490, 0.182, -0.312, -0.299, -0.366, 0.150, 0.675, 0.932, 0.210, 0.343, -0.328, 0.154, 0.221, -0.521, -0.321, 0.219, 0.164, -0.681, 0.132, 0.195, -0.735, -0.261, -0.594, 0.536, 0.130, 0.582, 0.166, 0.195, 0.203, 0.057, -0.361, 0.140, 0.363, -0.046, 0.312, 0.099, -0.948, 0.479, 0.769, -1.323, 0.155, -0.407, 0.122, 0.358, 0.568, 1.093, -0.207, -0.020, 0.722, -1.505, -1.325, -0.388, -0.540, 0.485, -0.616, -0.375, 0.940, -0.271, -0.403, 0.168, -0.252, 0.602, -2.222, 0.005, 0.635, 0.559, -0.268, 0.459, 0.741, 0.685, 0.197, 0.580, -0.618, -0.327, 0.140, 0.528, 0.262, -0.638, -0.238, -0.332, 0.197, -0.564, 0.501, 1.105, -0.417, -0.870, -0.026, 0.147, -0.464, -0.204, 0.156, 0.145, -0.177, -0.397, 0.122, -0.193, 0.013, 0.148, 0.517, 0.542, -0.331, -0.388, 0.656, -0.210, -0.073, -0.329, -0.420, -0.461, 0.311, 0.174, 0.116, 0.235, 0.190, 0.063, 0.152, 0.226, -0.419, 0.165, -0.453, 0.711, 0.534, 0.214, 0.598, 0.421, -0.416, -1.026, -1.187, 0.408, 0.726, 0.200], "charge": -1, "molar_mass_da": 1436.26, "e_homo_ha": -0.186, "relative_energy_kj_mol": 0.0}

{"formula": "C20H27F11N3O5", "method": "ωB97M-V/def2-TZVPD", "symbols": ["H", "C", "F", "H", "C", "C", "C", "H", "H", "H", "F", "N", "H", "C", "H", "H", "C", "C", "H", "O", "C", "F", "F", "H", "C", "C", "H", "C", "H", "C", "H", "F", "N", "O", "H", "H", "F", "H", "C", "C", "F", "N", "H", "C", "H", "H", "H", "C", "O", "F", "F", "C", "H", "H", "C", "H", "C", "F", "H", "O", "H", "H", "O", "C", "F", "H"], "xyz": [[-3.91231, 2.53480, 0.27326], [-0.49628, -3.52188, -0.57963], [-2.57693, -1.59920, -1.59399], [-5.18948, 3.59496, 2.82672], [-4.75588, 3.77718, 1.84214], [-0.42964, 1.14953, -0.78680], [4.76496, -1.22027, 1.08313], [-2.46840, 3.89175, 3.54388], [2.57001, -2.80357, 3.04643], [3.68211, -3.00995, 0.62650], [0.62746, -0.50185, -5.33225], [0.83625, 1.82387, 1.08067], [-5.55716, 4.06561, 1.16590], [3.94168, -2.41824, 1.50448], [-3.39981, 5.21334, 0.95951], [2.17710, -2.18464, -0.92619], [1.87464, 2.41035, -1.04124], [0.64044, -1.40306, -4.34000], [-0.60734, 1.57285, -1.75968], [1.48126, -2.12566, 1.50129], [0.24448, -1.35012, -1.66041], [-4.25254, -0.12283, 0.22446], [-1.74035, -3.44120, -0.22834], [1.66318, 2.31225, 1.41899], [-2.22085, -0.52310, -0.87042], [1.57694, -1.28967, -0.87543], [-4.45056, 1.61623, 1.69056], [-2.97664, -0.46738, 0.48504], [5.60655, -2.97710, 2.39226], [-0.64391, -0.40096, -0.72388], [-3.85945, 5.63969, 2.60975], [1.85882, -1.93138, -4.25324], [-0.18719, -0.74496, 0.67052], [-2.67360, 2.64403, 1.91244], [-1.21274, 1.55407, -0.15074], [4.99658, -0.58506, 1.93100], [-0.26455, -2.33822, -4.59112], [2.25345, -0.50525, -1.18054], [-3.63000, 4.80856, 1.94714], [0.28486, -0.61867, -3.03547], [1.94095, -3.58479, -2.36051], [-0.14019, -2.78840, -1.73931], [4.27970, -0.62082, 0.31758], [0.81316, 1.77819, -0.18976], [-0.41288, -0.02257, 1.36845], [-1.49629, 4.33080, 2.12918], [2.77452, -1.09245, 2.77283], [2.67942, -2.05610, 2.27398], [0.26948, -4.19236, 0.01355], [-0.93625, -0.08414, -3.27996], [-2.67984, 0.55192, -1.57138], [-3.99906, 2.54964, 1.36639], [2.03776, 3.40869, -0.65194], [2.80786, 1.86450, -0.96850], [1.26980, -1.09525, 0.63204], [1.58090, 2.52489, -2.07338], [-2.46897, 3.96099, 2.45290], [1.19477, 0.38027, -2.95196], [1.88319, -0.25766, 0.93127], [4.68903, -3.25617, 2.37228], [5.70101, -1.56708, 0.65702], [-2.55335, 0.29130, 1.14932], [0.17013, -4.56913, -3.12672], [0.64862, -3.71831, -2.50232], [-2.99442, -1.67560, 1.09955], [-0.63421, -1.58526, 1.07277]], "mulliken_charge": [0.170, 0.312, -0.292, 0.264, -0.632, -0.667, -1.391, 0.306, 0.465, -0.004, -0.266, -0.377, 0.375, 0.789, 0.253, 0.846, -1.624, 0.599, 0.934, -0.419, 0.658, -0.289, -0.207, 0.336, 1.138, -1.452, 0.279, 0.197, 0.363, -1.094, 0.380, -0.241, 0.448, -0.390, 0.185, 0.430, -0.200, 0.627, -0.604, 0.192, -0.208, 0.480, 0.178, -0.190, 0.686, 0.211, 0.381, -0.673, -0.368, -0.307, -0.340, -0.175, 0.507, 0.264, -1.130, 0.366, -0.434, -0.300, 0.755, -0.561, 0.472, 0.240, -0.442, 0.568, -0.297, 0.921], "charge": 1, "molar_mass_da": 598.43, "e_homo_ha": -0.453}

{"formula": "C24H27F5O6STi", "method": "ωB97M-V/def2-TZVPD", "symbols": ["H", "H", "C", "C", "H", "C", "H", "O", "C", "C", "C", "H", "C", "H", "C", "C", "C", "C", "O", "H", "C", "H", "C", "C", "H", "O", "H", "S", "F", "O", "C", "H", "H", "H", "C", "O", "H", "H", "H", "C", "H", "F", "H", "C", "C", "C", "H", "H", "H", "C", "H", "C", "O", "H", "H", "F", "Ti", "C", "C", "H", "H", "H", "F", "F"], "xyz": [[2.09329, -1.33289, -2.51642], [-0.08788, -0.43289, 5.88366], [1.22398, 1.44166, -3.52727], [1.96913, 0.96582, 6.95673], [2.83461, 2.51058, 4.89336], [0.75886, 2.42852, -6.03283], [-1.32189, -1.00234, 2.55282], [1.29706, -1.34264, -0.67380], [2.21527, 2.92022, 2.37471], [-1.99119, -1.33475, -3.13022], [1.53896, 1.94102, 3.29733], [-1.25234, -1.50550, 4.25858], [0.12659, -2.21394, -2.64754], [-2.85944, -2.38702, 1.06423], [2.08253, 1.10423, -4.55355], [-3.37329, -0.80531, -0.28784], [-0.14177, 0.27043, 3.86956], [-2.95429, -0.26799, -2.64728], [0.75003, 1.45543, 0.59089], [2.69718, 1.75399, 7.14273], [-0.33338, -2.73619, 0.51953], [2.76329, 3.65010, 2.96964], [0.10363, 2.25410, -3.68673], [1.07970, -2.15824, 0.45737], [2.45809, 0.00741, 7.14306], [-1.19880, -1.74813, 0.00632], [-0.58596, -2.97151, 1.56038], [-0.99385, 2.63021, -2.37539], [0.52164, 2.91215, -7.25558], [-1.26509, 0.86936, 1.24350], [-0.08774, 2.74046, -4.98276], [-2.00308, -1.37928, -4.22512], [1.81185, -2.97368, 0.49386], [-4.37721, -1.08981, -0.61946], [2.00683, 1.87215, 4.60700], [-2.76133, 0.01956, -1.26786], [1.16329, 1.06675, 7.68461], [-0.42899, -3.66169, -0.06512], [-2.24830, -0.13961, 3.75623], [-1.29999, -0.65226, 3.58042], [1.94073, -2.94862, -1.81665], [1.50621, 0.92380, -2.30243], [-2.28553, -2.32006, -2.75234], [1.44290, -1.97738, -1.92900], [1.85272, 1.60189, -5.82469], [-2.57346, -2.06277, 0.05596], [-3.45659, -0.17237, 0.59354], [0.33995, -2.53104, -3.67545], [2.91740, 2.41501, 1.71068], [0.45193, 1.13071, 2.93132], [-0.44030, -3.01458, -2.16117], [-0.06312, 1.16458, 1.52069], [-0.67632, -1.03698, -2.66730], [-2.77472, 0.68184, -3.15141], [1.25371, -1.50414, 1.31285], [-1.13394, 3.52714, -5.25315], [-0.58081, 0.64214, -0.82992], [1.43941, 1.03065, 5.55141], [0.36887, 0.23771, 5.16370], [-2.78738, -2.89325, -0.63106], [-3.98357, -0.59575, -2.82565], [1.51167, 3.44135, 1.73022], [3.12908, 0.29510, -4.32644], [2.67114, 1.28653, -6.83546]], "mulliken_spin": [-0.004, 0.000, 0.001, 0.000, 0.000, 0.000, 0.002, 0.008, 0.003, 0.006, 0.001, 0.000, 0.010, -0.001, -0.005, 0.019, -0.002, 0.000, 0.044, 0.000, 0.004, 0.000, 0.004, 0.010, 0.000, -0.028, 0.000, -0.008, 0.000, -0.003, 0.002, 0.002, 0.000, 0.000, -0.001, 0.026, 0.000, 0.000, 0.000, 0.004, 0.000, 0.002, -0.003, 0.002, 0.003, -0.001, -0.007, 0.001, 0.000, -0.012, -0.002, 0.042, -0.013, -0.001, 0.001, 0.000, 1.897, 0.002, -0.002, -0.001, 0.001, -0.001, 0.000, 0.000], "molar_mass_da": 586.40, "spin_multiplicity": 3, "e_homo_ha": [-0.217, -0.268], "relative_energy_kj_mol": 35.9}